Record 1
{"formula": "C2H6BrISi", "method": "the ωB97M-V functional and the def2-TZVPD basis", "e_tot_ev": -88190.349, "e_homo_ev": [-5.2, -10.0], "relative_energy_kcal_mol": 10.9, "gap_ev": [5.8072, 6.4678], "spin_multiplicity": 3, "elements": ["I", "Br", "Si", "C", "C", "H", "H", "H", "H", "H", "H"], "coordinates": [[-1.83218, 1.48149, 2.04623], [-2.36058, -0.28104, -1.37487], [-0.52352, 0.09242, -0.14915], [0.74942, 1.21241, -0.98284], [0.13597, -1.36842, 0.72882], [-0.66657, -2.09788, 1.07726], [1.11713, 1.65028, -0.05257], [0.92274, -1.85916, 0.13244], [0.28201, 1.94353, -1.72582], [1.41674, 0.45304, -1.39420], [0.75883, -1.22667, 1.69471]], "forces_ev_per_angstrom": [[-0.8062, 0.7235, 1.1554], [-0.0641, -0.3366, -0.2556], [-0.3580, 1.1280, -0.2632], [-1.3660, -0.6958, -0.4025], [1.3081, -1.9405, 1.8177], [0.9559, 0.8145, -0.8641], [0.5616, 0.4637, -0.4897], [-0.5578, -0.4608, -0.1638], [0.9418, -1.0758, 1.1549], [0.5876, 0.7400, -0.3952], [-1.2029, 0.6396, -1.2939]], "nbo_charge": [0.1233, -0.3373, 1.0530, -1.1257, -1.2150, 0.2689, 0.2380, 0.2378, 0.2651, 0.2304, 0.2614]}

***

Record 2
{"formula": "C5H12O", "method": "the ωB97M-V functional and the def2-TZVPD basis", "e_tot_ev": -7425.456, "e_homo_ev": -9.9, "relative_energy_kcal_mol": 42.8, "gap_ev": 10.8051, "elements": ["O", "C", "C", "C", "C", "C", "H", "H", "H", "H", "H", "H", "H", "H", "H", "H", "H", "H"], "coordinates": [[1.96662, 0.96688, 1.43484], [-1.94533, -0.62762, 0.57591], [1.70695, -1.81539, -0.41391], [-1.55708, 0.35815, -0.48533], [-1.39201, 1.66440, -0.28848], [1.64026, 1.49162, 0.40014], [2.48188, -1.63743, -1.16437], [-1.53856, 2.11233, 0.69316], [-1.41266, -0.04739, -1.48803], [1.38923, 2.56844, 0.34170], [-2.07754, -0.13573, 1.54429], [1.90730, -1.20652, 0.47209], [-1.12252, 2.33670, -1.09997], [1.57676, 0.93142, -0.55062], [-2.88055, -1.13648, 0.31228], [0.73174, -1.54661, -0.83154], [-1.17884, -1.40357, 0.69002], [1.70434, -2.87322, -0.14217]], "forces_ev_per_angstrom": [[-0.1531, 0.2794, -0.4103], [0.0130, -0.0016, 0.0694], [-0.0107, 0.0100, 0.0040], [0.0079, 0.1823, 0.0049], [-0.0694, -0.1438, -0.0367], [0.1094, -0.1172, 0.2878], [-0.1047, -0.0418, 0.0954], [0.0205, -0.0879, -0.1236], [-0.0047, 0.0815, 0.1250], [0.0273, -0.0934, 0.0620], [0.0085, -0.0604, -0.1364], [-0.0384, -0.1467, -0.1529], [-0.0456, -0.1323, 0.1002], [0.0354, 0.0053, 0.1030], [0.1401, 0.0824, 0.0317], [0.1664, -0.0560, 0.0505], [-0.1024, 0.1103, -0.0301], [0.0006, 0.1299, -0.0439]], "nbo_charge": [-0.5130, -0.6533, -0.8691, -0.1585, -0.4284, 0.2835, 0.2108, 0.1953, 0.1938, 0.1103, 0.2143, 0.2351, 0.1994, 0.1169, 0.2201, 0.2029, 0.2245, 0.2154]}

***

Record 3
{"formula": "C48H41BBrO31", "method": "the ωB97M-V functional and the def2-TZVPD basis", "e_tot_ev": -184630.084, "e_homo_ev": -4.9, "gap_ev": 4.3211, "charge": -1, "elements": ["Br", "O", "O", "O", "O", "O", "O", "O", "O", "O", "O", "O", "O", "O", "O", "O", "O", "O", "O", "O", "O", "O", "O", "O", "O", "O", "O", "O", "O", "O", "O", "O", "C", "C", "C", "C", "C", "C", "C", "C", "C", "C", "C", "C", "C", "C", "C", "C", "C", "C", "C", "C", "C", "C", "C", "C", "C", "C", "C", "C", "C", "C", "C", "C", "C", "C", "C", "C", "C", "C", "C", "C", "C", "C", "C", "C", "C", "C", "C", "C", "B", "H", "H", "H", "H", "H", "H", "H", "H", "H", "H", "H", "H", "H", "H", "H", "H", "H", "H", "H", "H", "H", "H", "H", "H", "H", "H", "H", "H", "H", "H", "H", "H", "H", "H", "H", "H", "H", "H", "H", "H", "H"], "coordinates": [[4.90742, 0.77292, 6.30840], [-1.65924, -6.91984, -5.02351], [7.70530, 2.18160, 5.41354], [2.39772, -2.20121, 1.39293], [3.71735, 0.25007, 3.96197], [3.20659, 4.27124, 1.68491], [2.65600, -2.03924, 4.13958], [0.58442, -6.19734, 4.36451], [-4.17813, 6.76111, -4.56768], [-5.19070, -4.36918, -0.70058], [-2.56704, 4.72419, -5.13842], [1.00086, 1.02896, -6.49947], [-8.55250, -3.98023, 4.72361], [-2.70340, -6.32419, -2.63533], [-5.44236, -9.03770, -0.55300], [-4.31813, -2.08121, 5.37574], [-1.45299, -1.82698, -2.95067], [2.28370, 4.60496, -3.50819], [0.03158, 8.11328, -1.34324], [-3.72344, -2.85788, 2.88682], [-1.11229, 0.24507, -5.13825], [-2.87291, -9.04422, 0.14676], [3.53647, 2.41701, -2.60528], [-7.94595, -4.83615, 2.27871], [-2.55464, -4.36941, -0.07910], [0.37763, -6.44498, 1.74526], [1.86800, 6.42282, 0.79760], [-2.23536, 7.12787, -0.34016], [-0.38347, 5.46510, -6.62169], [-0.46579, -2.39250, -5.36509], [-1.92739, 7.80740, -5.57560], [5.65199, 1.53366, 3.45038], [-4.83495, -3.14724, 3.28402], [-1.58698, -5.66087, -4.58419], [-5.40908, -6.70322, -0.66151], [-2.18356, -5.40040, -3.23337], [6.55936, 3.98917, 4.11962], [-5.79813, -3.88603, 2.47326], [-4.66759, -5.45625, -0.52946], [5.03936, 3.72804, 4.28967], [3.81172, 1.40271, 4.75020], [3.40927, 3.25149, -0.41915], [-0.86879, 8.04033, -3.49092], [-3.20694, -5.53011, -0.16940], [-2.10589, -4.04632, -2.69993], [-1.02736, 1.53279, -5.45846], [-1.77210, 3.84343, -5.46653], [-1.95285, 2.43963, -5.10528], [0.36877, 3.28341, -6.61637], [8.56101, 1.72437, 4.40243], [2.26309, 5.49135, -0.07872], [-1.01650, -4.68646, -5.30172], [-1.53786, -3.07553, -3.41247], [0.19660, 1.90274, -6.23025], [7.43159, 3.55397, 5.31585], [2.10779, -3.08491, 3.55672], [-2.60348, -6.70608, 0.05121], [-0.96271, -3.32886, -4.77073], [1.99867, -3.12999, 2.05585], [-5.23855, -2.73287, 4.66494], [-6.45452, -3.00206, 5.15205], [-7.42698, -3.71948, 4.33817], [-1.97180, 7.68528, -4.36291], [1.38389, -4.32953, 1.45161], [0.93952, -5.32201, 2.23150], [4.57953, 2.34577, 3.76421], [2.98869, 4.31333, 0.49176], [1.03225, -5.25904, 3.71562], [-4.80199, -7.87053, -0.44355], [-2.20990, 7.29419, -1.54470], [-0.97227, 7.85040, -2.16865], [2.02124, 5.59455, -1.38795], [2.46941, 4.55141, -2.30456], [-0.53677, 4.20036, -6.26767], [3.16939, 3.36095, -1.73042], [-3.31348, 6.94729, -2.42247], [-3.36048, -7.94791, -0.05783], [1.63973, -4.09678, 4.31440], [-3.20215, 7.12008, -3.74693], [-7.01805, -4.15905, 2.96664], [4.93268, 0.24197, 3.04706], [3.91767, 2.39652, 0.01167], [-5.47042, -4.18709, 1.48154], [2.78129, 1.63079, 5.03139], [-6.45218, -6.63607, -0.93636], [4.67281, 0.41006, 1.86125], [-3.88049, 6.94726, -5.47463], [4.78090, 3.92661, 5.33689], [6.87291, 3.80674, 6.22651], [-3.53407, -2.01559, 4.79805], [-1.01240, -1.30496, -3.64637], [-2.51908, -3.86546, -1.72152], [1.31693, -4.36580, 0.37323], [2.16754, 6.10112, 1.66965], [-0.58175, -4.86124, -6.27573], [3.02778, -1.35733, 3.50222], [-0.28237, 7.87801, -0.44745], [1.25188, 3.53374, -7.18663], [5.75487, -0.62003, 3.27235], [-4.20195, 6.53418, -1.96708], [3.24752, 2.74227, -3.47660], [6.66855, 5.08544, 4.06046], [-1.55790, -6.78855, 0.31750], [4.54357, 4.48912, 3.67706], [0.02434, 8.43952, -3.95107], [-2.11565, -7.41583, -4.31856], [-6.75756, -2.70593, 6.14626], [6.90322, 3.60612, 3.15734], [3.84311, 2.50039, 2.96357], [9.62339, 1.95506, 4.60025], [-4.77680, -9.71875, -0.34110], [1.70667, -4.07780, 5.39273], [-1.15229, 5.95064, -6.27619], [-0.31842, -0.17936, -5.52705], [1.48960, 6.43078, -1.81930], [8.47365, 0.63390, 4.37457], [8.34351, 4.17919, 5.33010], [-8.71988, -4.88617, 2.86973], [8.29983, 2.08307, 3.40227], [-3.20999, -3.67510, -0.27429], [-2.83621, 2.17704, -4.54026], [0.16674, -6.98899, 2.52745]], "forces_ev_per_angstrom": [[-0.3846, 0.7849, 0.4505], [-0.1614, 0.1813, 0.3843], [0.4460, 0.3860, -0.1281], [0.0478, 0.0955, 0.0922], [0.2549, 0.5403, -0.4917], [-0.3696, 0.6401, -0.0251], [-0.0369, -0.2352, -1.1542], [-0.1073, -0.2593, -0.3144], [-0.0845, 0.5434, -0.1366], [0.4363, 0.2805, -0.0354], [1.0838, -0.6864, -0.5744], [-0.2075, -0.2692, 0.1445], [-0.0979, -0.1695, -0.2672], [-0.1208, -0.3800, -0.8154], [0.4001, 0.0763, 0.0928], [-0.0167, -0.1866, -0.4823], [0.1218, -0.3642, -0.4472], [0.0665, -0.2278, -0.0871], [-0.3517, 0.0570, 0.3013], [0.1036, 0.1453, 0.2286], [0.2422, 0.2404, -0.1701], [-0.2509, -0.2617, -0.0773], [-0.2175, 0.4032, -0.0859], [0.1539, 0.2273, 0.3819], [-0.5640, -0.2071, 1.0453], [0.0967, 0.1874, 0.1409], [0.2100, -0.3869, 0.0522], [0.3256, 0.1839, 0.0820], [-0.4465, 0.1428, 0.1988], [0.1276, 0.0790, -0.1004], [-0.2113, -0.0885, -0.2390], [-0.7663, -0.1759, -1.0375], [-0.2089, -0.3254, -0.5512], [0.2723, -0.2041, -0.4992], [-0.0407, 0.4088, -0.0089], [0.1051, 0.8340, 0.2446], [-0.3704, 0.4405, 0.4003], [0.0222, -0.0465, 0.0485], [-0.1944, -0.5179, -0.2300], [0.5312, 0.0076, -0.5490], [-0.3596, -1.5065, -1.7972], [0.0350, 0.0681, 0.1651], [-0.0497, 0.0645, -0.2410], [0.1461, -0.5895, 0.7468], [-0.3713, -0.4448, -0.4536], [-0.5878, -0.0577, 0.4839], [-0.5217, 0.0006, 0.4104], [0.0534, 0.2639, -0.0961], [0.1849, -0.3353, -0.0708], [0.2640, -0.7241, -0.1996], [-0.3401, 0.4930, -0.0706], [0.0387, 0.2981, -0.0484], [-0.0145, 0.4374, 0.3352], [0.4981, 0.3789, -0.3219], [-0.5749, 0.3614, -0.1419], [0.3371, 0.4739, 0.7871], [-0.2304, -0.1346, 0.4741], [0.1662, -0.3231, -0.1851], [-0.2097, -0.3101, -0.4212], [0.0484, 0.2602, 0.6136], [-0.3516, -0.1457, -0.0384], [0.2144, 0.3276, 0.5719], [0.6302, 0.1988, 0.0946], [0.0747, 0.0769, 0.2113], [-0.0447, -0.0595, -0.7898], [0.3587, 0.3029, 2.4312], [0.4190, -0.7756, -0.1743], [0.1905, 0.4352, 0.7946], [-0.5545, -0.2063, -0.1334], [-0.7164, -0.3740, -0.0537], [0.5845, 0.1841, -0.3485], [-0.0230, -0.0712, -0.4694], [-0.2498, 0.3706, 0.2104], [0.0740, 0.0302, -0.0937], [0.2733, -0.4715, 0.1814], [0.0951, 0.1187, 0.2265], [0.6875, 0.5322, 0.1014], [-0.2866, -0.5199, -0.0456], [-0.7321, -0.5083, 0.3948], [0.2983, -0.2083, -0.7205], [1.5059, 1.1818, 0.1261], [-0.0231, -0.0030, 0.0289], [-0.2773, 0.1421, 0.3020], [0.3637, 0.4385, 0.6281], [-0.0057, -0.0011, 0.0139], [-0.5697, -0.4548, -0.1464], [0.0934, -0.0736, -0.0050], [-0.1367, -0.2684, -0.0888], [0.1069, -0.0656, -0.0668], [0.0923, 0.0472, 0.0494], [-0.1050, 0.2071, 0.0600], [0.4269, 0.0878, -1.1549], [0.0005, 0.0171, -0.0014], [-0.0012, 0.0187, 0.0663], [-0.0162, -0.0244, 0.0027], [-0.4009, -0.2542, 0.8848], [0.1193, -0.0215, 0.0775], [-0.0092, 0.0703, 0.0265], [-0.3176, -0.5961, -0.0691], [-0.0033, -0.0355, -0.0460], [0.0317, -0.0504, -0.0753], [0.0962, -0.1641, 0.0571], [0.0011, 0.1075, 0.0014], [-0.1183, -0.0783, 0.2281], [0.0230, -0.0268, 0.0322], [-0.0086, -0.0855, -0.0053], [0.0237, 0.0155, -0.0015], [0.0343, -0.1457, 0.1805], [0.2125, -0.2183, -0.1770], [-0.1766, 0.2303, 0.0999], [0.0148, -0.0641, 0.0232], [0.0453, 0.0805, -0.0050], [-0.0422, 0.3931, -0.0034], [-0.0631, -0.2153, -0.0450], [0.1025, 0.0032, 0.0714], [-0.0841, 0.1423, 0.0176], [0.1295, -0.3453, -0.0770], [-0.0724, -0.0162, 0.0057], [-0.1100, 0.0524, 0.1553], [-0.1947, 0.1515, 0.5927], [0.0218, -0.0175, 0.0139], [-0.0008, 0.0340, 0.1221]], "lowdin_charge": [0.6771, 0.1127, -0.2272, 0.1379, -0.2349, 0.1178, 0.1155, 0.0716, 0.1028, 0.0920, 0.1008, 0.1184, 0.1013, 0.1139, 0.1091, 0.1187, 0.1304, 0.0951, 0.0988, 0.1213, 0.0828, 0.1102, 0.1103, 0.1070, 0.0711, 0.0692, 0.1059, 0.1188, 0.1245, 0.1111, 0.0884, -0.1438, -0.3054, -0.2255, 0.0781, -0.2603, -0.1722, 0.0907, -0.3301, -0.1192, -0.5662, 0.1023, 0.0849, -0.2539, 0.0953, -0.2208, -0.2628, 0.0859, 0.0704, -0.1282, -0.2220, 0.0822, -0.2100, -0.3168, -0.2482, -0.2253, 0.0715, -0.2923, -0.3003, -0.2352, 0.0729, -0.3184, -0.3230, 0.0770, -0.2398, -0.3992, -0.2882, -0.3400, -0.2351, -0.3141, -0.2379, 0.0752, -0.3117, -0.2292, -0.2343, 0.0811, -0.3111, 0.0602, -0.2613, -0.2227, -0.5721, 0.1400, 0.1048, 0.1073, 0.1381, 0.0645, 0.1186, 0.1061, 0.1140, 0.1234, 0.0905, 0.0908, 0.1273, 0.1213, 0.1358, 0.1169, 0.1223, 0.1399, 0.0660, 0.1381, 0.1100, 0.1029, 0.1244, 0.0799, 0.1405, 0.1180, 0.1350, 0.1004, 0.1160, 0.0798, 0.1168, 0.1324, 0.0833, 0.0994, 0.1104, 0.0937, 0.1113, 0.1141, 0.0783, 0.1173, 0.1357, 0.1111]}